No. 1
{"formula": "C6H7I", "method": "ωB97M-V/def2-TZVPD", "homo_energy_ev": -9.308, "e_tot_ev": -14429.567, "gap_ev": 8.627, "relative_energy_kj_mol": 496.5, "symbols": ["C", "C", "C", "C", "C", "C", "I", "H", "H", "H", "H", "H", "H", "H"], "coordinates": [[-0.211737, 1.106341, 0.205265], [-0.845429, 2.225458, 0.073509], [1.299045, 0.903071, 0.003486], [1.136056, -0.519067, 0.589923], [-0.361810, -0.281325, 0.581960], [-1.337705, -0.835840, -1.016663], [-1.508468, -0.595730, 2.431342], [1.430398, 0.899401, -1.082149], [2.011507, 1.581917, 0.502228], [1.549960, -1.232270, -0.066860], [1.298310, -0.575446, 1.638366], [-1.918796, -1.780317, -0.892672], [-0.557073, -0.920338, -1.874811], [-1.984258, 0.024145, -1.092925]], "forces_ev_per_a": [[0.1, 2.0, 0.8], [0.1, 0.1, 0.0], [0.5, 0.4, -0.3], [-0.9, 1.3, -0.1], [-3.6, -2.2, -3.2], [2.3, -0.5, 1.8], [0.5, -0.1, -0.9], [0.5, -0.1, 0.2], [-0.5, -0.2, -0.3], [0.3, -1.4, -0.1], [1.5, -0.3, 0.7], [0.7, 0.7, 0.1], [-1.4, 0.3, 1.6], [-0.1, 0.0, -0.3]], "lowdin_charge": [-0.559, 0.240, -0.105, -0.179, -0.734, 0.011, 0.764, 0.116, 0.122, 0.100, 0.073, 0.044, 0.085, 0.021]}

***

No. 2
{"formula": "C24H74B4O22", "method": "ωB97M-V/def2-TZVPD", "homo_energy_ev": -9.716, "e_tot_ev": -73833.858, "gap_ev": 9.805, "symbols": ["C", "C", "O", "C", "O", "C", "C", "C", "B", "O", "B", "C", "C", "C", "O", "C", "C", "O", "O", "B", "B", "O", "O", "O", "H", "H", "H", "H", "H", "H", "H", "H", "H", "H", "H", "H", "H", "H", "H", "H", "H", "H", "H", "H", "H", "H", "C", "O", "H", "H", "H", "H", "C", "O", "H", "H", "H", "H", "C", "O", "H", "H", "H", "H", "C", "O", "H", "H", "H", "H", "C", "O", "H", "H", "H", "H", "C", "O", "H", "H", "H", "H", "C", "O", "H", "H", "H", "H", "C", "O", "H", "H", "H", "H", "C", "O", "H", "H", "H", "H", "C", "O", "H", "H", "H", "H", "C", "O", "H", "H", "H", "H", "C", "O", "H", "H", "H", "H", "C", "O", "H", "H", "H", "H"], "coordinates": [[-4.816960, -5.266439, 3.594092], [-3.875328, -4.107090, 2.866571], [-2.593651, -4.106651, 3.589833], [-1.639031, -3.123965, 2.988836], [-0.363305, -3.227373, 3.455068], [-2.090558, -2.006712, 1.836018], [-0.881067, -0.954145, 1.494185], [-1.368428, 0.536406, 1.017021], [-2.544577, 0.554594, -0.130842], [-3.289006, 1.853109, -0.297302], [-2.929076, 2.236448, -1.708570], [-1.934766, 3.529737, -1.912658], [-1.520335, 3.834985, -3.478470], [0.126857, 4.085797, -3.499343], [0.549277, 5.102708, -4.484293], [1.835579, 5.626728, -3.916134], [3.136532, 4.687243, -3.567044], [1.966219, 6.951603, -3.651109], [-3.479661, 1.367684, -2.766951], [-3.293604, -0.069110, -2.383514], [-3.549467, -1.158691, -3.640118], [-4.680132, -2.123160, -3.670068], [-2.611089, -1.124056, -4.816328], [-2.913222, -0.547018, -1.040221], [-5.943158, -4.883491, 3.497272], [-4.656749, -6.257411, 2.989812], [-4.531136, -5.419874, 4.741520], [-3.720388, -4.389665, 1.739739], [-4.377052, -3.063390, 3.046639], [-3.080609, -1.426731, 2.129578], [-2.365865, -2.607485, 0.843141], [-0.081662, -1.363812, 0.727232], [-0.280071, -0.794851, 2.513323], [-1.662663, 1.224089, 1.927539], [-0.413471, 1.053877, 0.521584], [-0.913807, 3.252122, -1.359502], [-2.320156, 4.508058, -1.347784], [-1.836404, 2.980537, -4.232998], [-2.062955, 4.838071, -3.803806], [0.729104, 3.087534, -3.728080], [0.539904, 4.457992, -2.447885], [2.890940, 3.705333, -2.972148], [3.942962, 5.274098, -2.911912], [3.676191, 4.336841, -4.568247], [-4.766397, -2.537077, -2.761763], [-2.836017, -1.885754, -5.452361], [-0.239910, -6.538804, 0.735811], [-1.608651, -6.350014, 1.044310], [-0.137168, -6.701124, -0.339670], [0.325475, -5.649035, 1.023436], [0.138191, -7.412867, 1.271819], [-1.668373, -6.208509, 2.004367], [0.519167, -2.208753, -4.356583], [0.025087, -2.465641, -3.054984], [1.145590, -3.046896, -4.670704], [-0.318058, -2.102264, -5.050694], [1.116659, -1.293791, -4.346538], [-0.526598, -1.705570, -2.803516], [4.549100, 9.278241, -5.615797], [3.982749, 7.994354, -5.428317], [5.055307, 9.305442, -6.583567], [3.758363, 10.032256, -5.599360], [5.273648, 9.477321, -4.822295], [3.540927, 8.000555, -4.562258], [-2.896885, -8.655132, -2.059979], [-3.139893, -7.871979, -0.905905], [-3.821368, -9.161748, -2.346747], [-2.569468, -8.008640, -2.877857], [-2.128437, -9.400496, -1.840501], [-2.302489, -7.434969, -0.675519], [1.589342, 1.261685, 3.284074], [0.220600, 1.450476, 3.592571], [1.692083, 1.099365, 2.208592], [2.154727, 2.151455, 3.571697], [1.967443, 0.387623, 3.820081], [0.160879, 1.591980, 4.552629], [4.211236, -1.723262, -3.541785], [3.614698, -0.442375, -3.629740], [5.150361, -1.716958, -4.099968], [4.413924, -1.960705, -2.494591], [3.539017, -2.469652, -3.972219], [2.784179, -0.478643, -3.125534], [6.758296, 6.618344, -7.559510], [6.264216, 6.361454, -6.257911], [7.384719, 5.780199, -7.873631], [5.921072, 6.724832, -8.253621], [7.355787, 7.533304, -7.549465], [5.712530, 7.121526, -6.006443], [3.599630, 1.818916, 0.258196], [2.362301, 1.639682, -0.406003], [3.478207, 2.574503, 1.037881], [3.909863, 0.875251, 0.713529], [4.353344, 2.155351, -0.458028], [2.501081, 0.964290, -1.091486], [-8.923259, -4.651612, 4.424250], [-8.230774, -3.655355, 3.694727], [-8.374926, -5.593469, 4.348084], [-8.990323, -4.355441, 5.473945], [-9.924717, -4.780676, 4.006308], [-8.740557, -2.831925, 3.780668], [2.576137, 0.262455, 6.630543], [1.785879, 1.432704, 6.731901], [1.932004, -0.579519, 6.366466], [3.331795, 0.398174, 5.852958], [3.057931, 0.062691, 7.590865], [2.384174, 2.162130, 6.967022], [2.885891, -2.398614, 2.625882], [2.827763, -1.847973, 1.322931], [3.297489, -1.652055, 3.309110], [1.879505, -2.672259, 2.952045], [3.531368, -3.280424, 2.621351], [2.458904, -2.532678, 0.739471], [5.832290, 2.873084, 6.732284], [4.463549, 3.061875, 7.040781], [5.935031, 2.710765, 5.656802], [6.397675, 3.762855, 7.019908], [6.210390, 1.999022, 7.268291], [4.403827, 3.203380, 8.000840], [-5.536130, 0.441986, 2.988592], [-6.102482, -0.841900, 3.176073], [-5.029924, 0.469189, 2.020822], [-6.326868, 1.196003, 3.005030], [-4.811583, 0.641066, 3.782095], [-6.544304, -0.835699, 4.042130]], "forces_ev_per_a": [[0.1, 0.6, -0.6], [-1.6, -0.5, 0.9], [1.9, 3.1, -3.1], [5.1, -1.4, 2.9], [-8.2, 0.8, -3.1], [-0.1, -0.5, -0.7], [1.0, 0.4, 1.4], [0.3, -0.5, -0.2], [-1.1, 1.0, 0.3], [2.9, -2.1, -3.0], [-1.4, -0.2, 1.1], [0.8, 0.0, -0.3], [0.5, 1.1, 0.1], [0.1, -1.1, 0.8], [3.3, 0.6, 2.6], [0.6, 6.1, 1.1], [0.5, -0.6, -0.2], [-1.3, -8.4, -2.0], [2.4, -1.4, 3.4], [-0.2, 1.7, 1.3], [-0.2, -2.4, -3.2], [2.8, 1.2, 1.4], [-3.0, -1.7, 1.7], [0.4, 3.5, -1.2], [2.5, -1.0, 0.3], [-0.5, 1.8, 1.4], [-0.6, 0.5, -2.6], [-0.3, 0.7, 2.2], [0.8, -2.0, -0.7], [2.1, -1.3, -0.3], [0.5, 1.1, 2.3], [-1.9, 0.5, 1.5], [-1.3, -0.4, -2.3], [0.6, -1.5, -1.8], [-1.9, -0.9, 1.0], [-2.2, 0.4, -0.9], [0.8, -2.2, -1.3], [0.8, 1.7, 1.7], [1.3, -2.1, 0.5], [-1.5, 1.8, 0.4], [-1.4, -0.9, -1.9], [0.1, 2.0, -1.2], [-2.2, -1.0, -1.7], [-1.3, 0.9, 2.0], [-0.1, 0.9, -1.5], [0.3, 1.6, 1.4], [0.1, 0.1, 0.3], [-0.2, 0.2, 0.4], [-0.1, 0.0, 0.1], [0.2, -0.1, -0.1], [0.2, 0.0, -0.1], [-0.1, 0.0, -0.5], [-0.2, 0.1, -0.1], [-0.2, 0.2, 0.5], [-0.1, 0.1, 0.2], [0.2, 0.1, -0.1], [0.1, 0.0, -0.3], [0.2, -0.5, -0.1], [-0.2, 0.1, 0.2], [0.1, 0.0, 0.2], [-0.1, 0.0, 0.1], [0.2, 0.2, -0.1], [0.1, 0.3, -0.1], [0.0, -0.4, -0.4], [0.1, 0.2, 0.2], [0.3, 0.1, 0.0], [0.1, 0.1, 0.1], [0.0, -0.2, -0.2], [0.0, -0.2, -0.3], [-0.7, -0.1, 0.2], [0.0, 0.0, 0.1], [-0.3, 0.1, 0.4], [-0.1, 0.0, 0.1], [0.2, -0.1, 0.0], [0.2, 0.0, -0.1], [0.1, -0.1, -0.4], [-0.1, -0.1, 0.1], [-0.5, 0.4, 0.2], [-0.2, 0.1, 0.1], [0.1, -0.2, -0.1], [0.2, -0.2, 0.0], [0.4, 0.0, -0.4], [-0.2, 0.1, 0.3], [0.1, 0.2, 0.1], [-0.1, 0.1, 0.1], [0.1, 0.0, -0.2], [0.1, 0.0, -0.3], [-0.1, -0.6, 0.1], [0.2, -0.2, 0.0], [-0.4, -0.2, -0.5], [-0.1, -0.1, -0.2], [0.2, 0.1, 0.1], [0.2, 0.0, 0.2], [-0.1, 0.4, 0.4], [-0.2, 0.1, 0.1], [0.0, 0.6, -0.1], [0.0, 0.2, 0.0], [-0.1, -0.2, 0.1], [-0.1, -0.2, 0.2], [0.4, -0.4, -0.2], [0.1, 0.2, 0.0], [-0.2, 0.4, 0.1], [0.0, 0.2, 0.0], [0.1, -0.2, 0.0], [0.1, -0.2, -0.1], [-0.2, -0.3, -0.3], [-0.2, -0.3, 0.1], [-0.1, 0.0, -0.8], [0.0, 0.0, -0.2], [0.1, 0.0, 0.2], [0.0, 0.0, 0.3], [0.2, 0.4, 0.3], [0.2, 0.0, 0.1], [-0.6, 0.1, 0.5], [-0.1, 0.0, 0.2], [0.2, -0.1, -0.1], [0.2, 0.0, -0.1], [0.0, 0.0, -0.5], [-0.1, 0.1, 0.2], [-0.3, -0.4, 0.4], [-0.1, -0.1, 0.1], [0.2, 0.2, -0.1], [0.1, 0.2, -0.1], [0.3, -0.2, -0.5]], "lowdin_charge": [-0.074, -0.236, -0.116, -0.194, -0.062, -0.082, -0.182, -0.071, -0.390, 0.128, -0.360, -0.071, -0.136, -0.200, -0.103, -0.253, -0.020, -0.046, 0.162, -0.225, -0.264, 0.050, 0.024, 0.163, 0.074, 0.080, 0.099, 0.131, 0.117, 0.128, 0.139, 0.126, 0.114, 0.128, 0.132, 0.124, 0.144, 0.128, 0.132, 0.138, 0.135, 0.073, 0.114, 0.117, 0.116, 0.128, -0.144, -0.143, 0.080, 0.075, 0.085, 0.084, -0.155, -0.121, 0.082, 0.064, 0.068, 0.066, -0.152, -0.148, 0.080, 0.082, 0.084, 0.057, -0.170, -0.134, 0.078, 0.073, 0.074, 0.035, -0.148, -0.136, 0.062, 0.084, 0.059, 0.079, -0.152, -0.137, 0.084, 0.078, 0.065, 0.055, -0.172, -0.140, 0.076, 0.077, 0.072, 0.026, -0.161, -0.145, 0.079, 0.074, 0.077, 0.066, -0.167, -0.145, 0.077, 0.077, 0.077, 0.081, -0.170, -0.136, 0.084, 0.068, 0.077, 0.054, -0.156, -0.146, 0.070, 0.053, 0.077, 0.078, -0.151, -0.140, 0.084, 0.079, 0.079, 0.093, -0.155, -0.138, 0.071, 0.080, 0.081, 0.082]}

***

Number 1: E_LUMO -0.681 eV. Number 2: E_LUMO 0.088 eV.